(1)
The following is a quantum chemistry calculation of C23H15BrN2OW as an isolated structure, from the OMol25 dataset.

```
! wB97M-V def2-TZVPD RIJCOSX def2/J DEFGRID3
* xyz 2 1
W -1.369 0.704 -0.478
Br -2.413 -6.014 -3.594
C -2.199 -4.218 -3.101
C -2.624 -3.203 -3.969
C -2.477 -1.868 -3.642
C -1.912 -1.535 -2.423
O -1.738 -0.253 -2.069
C -1.474 -2.538 -1.530
C -0.873 -2.244 -0.279
N -0.625 -1.061 0.233
C -0.022 -0.962 1.530
C 0.848 -1.866 2.074
C 1.271 -1.715 3.411
C 0.823 -0.676 4.178
C -0.048 0.291 3.624
C -0.550 1.404 4.333
C -1.381 2.296 3.707
C -1.697 2.105 2.360
N -1.246 1.070 1.663
C -0.443 0.150 2.284
C -1.627 -3.893 -1.897
H -3.074 -3.473 -4.915
H -2.800 -1.090 -4.320
H -0.595 -3.097 0.335
H 1.230 -2.695 1.491
H 1.955 -2.442 3.827
H 1.135 -0.575 5.209
H -0.275 1.542 5.371
H -1.787 3.152 4.225
H -2.322 2.820 1.838
H -1.292 -4.673 -1.226
C 0.100 1.576 -0.899
C 1.306 2.239 -1.212
C 1.921 3.072 -0.260
C 3.099 3.713 -0.577
C 3.667 3.538 -1.837
C 3.065 2.719 -2.788
C 1.888 2.068 -2.482
H 1.463 3.203 0.712
H 3.580 4.355 0.147
H 4.590 4.048 -2.081
H 3.517 2.597 -3.762
H 1.404 1.429 -3.210
*
```

Values from the calculation:
strongest force on any atom = 0.6 eV/Å
HOMO energy = -14.274 eV
frontier orbital gap = 6.12 eV
lowest unoccupied orbital energy = -8.15 eV

***

(2)
The following is a quantum chemistry calculation of a single C23H15ClO3 molecule at a distorted geometry, from the OMol25 dataset.

```
! wB97M-V def2-TZVPD RIJCOSX def2/J DEFGRID3
* xyz 0 1
O -2.146 1.956 -1.171
O 2.161 0.307 -1.616
O 0.172 2.160 1.090
Cl -4.741 -2.638 3.641
C -0.915 1.968 -1.340
C 1.194 1.051 -1.763
C 0.238 1.020 0.644
C 2.121 -3.973 0.524
C 0.231 4.517 -3.982
C 1.490 4.005 -4.237
C 2.920 -2.941 0.883
C 0.750 -3.815 0.273
C -3.331 -1.119 1.923
C -2.213 -1.790 3.978
C -0.631 3.966 -3.074
C 1.821 2.828 -3.486
C 2.335 -1.611 1.084
C 0.160 -2.523 0.482
C -2.119 -0.455 1.531
C -0.972 -1.167 3.508
C -3.371 -1.764 3.155
C -0.221 2.899 -2.293
C 0.992 2.344 -2.517
C 0.950 -1.480 0.988
C -1.006 -0.558 2.276
C -0.016 0.816 -0.892
C 0.325 -0.202 1.576
H 2.583 -4.868 0.343
H -0.147 5.371 -4.435
H 2.170 4.371 -4.998
H 4.040 -3.000 1.054
H 0.192 -4.583 -0.262
H -4.155 -1.030 1.156
H -2.246 -2.265 4.908
H -1.693 4.294 -2.884
H 2.763 2.284 -3.632
H 2.913 -0.774 1.496
H -0.934 -2.362 0.280
H -2.163 0.000 0.510
H -0.014 -1.368 4.029
H -0.548 -0.087 -1.101
H 1.061 0.216 2.351
*
```

Values from the calculation:
strongest force on any atom = 4.3 eV/Å
relative energy (zero: lowest compared OMol25 entry of this formula, charge and spin) = 153.5 kJ/mol
SMILES = O=C1c2ccccc2C(=O)C1C(=O)[C@H](c1ccccc1)c1ccc(Cl)cc1
HOMO energy = -9.091 eV
frontier orbital gap = 8.69 eV
lowest unoccupied orbital energy = -0.40 eV

***

(3)
The following is a quantum chemistry calculation of a 2-piece molecular cluster, C23H15F3N2O3PS overall at a distorted geometry, from the OMol25 dataset.

```
! wB97M-V def2-TZVPD RIJCOSX def2/J DEFGRID3
* xyz -1 1
C -2.042 4.018 3.781
C -0.680 3.688 3.767
C -0.233 2.642 2.953
C -1.136 1.864 2.218
P -0.501 0.642 1.060
C 0.873 1.582 0.370
C 2.130 1.310 0.882
C 3.254 1.962 0.380
C 3.094 2.925 -0.633
C 1.814 3.232 -1.103
C 0.694 2.519 -0.654
C 0.191 -0.860 1.753
C -0.305 -1.553 2.862
N -0.680 -2.173 3.798
O -1.478 0.328 -0.040
C -2.506 2.137 2.293
C -2.933 3.255 3.015
H -2.364 4.868 4.393
H 0.058 4.229 4.367
H 0.838 2.433 2.856
H 2.214 0.555 1.661
H 4.232 1.710 0.780
H 3.967 3.436 -1.033
H 1.666 4.030 -1.843
H -0.289 2.669 -1.094
H 0.975 -1.334 1.161
H -3.225 1.477 1.807
H -3.981 3.545 3.004
F 0.965 -5.943 -0.414
C 1.786 -5.182 0.363
F 2.004 -5.881 1.530
F 2.991 -5.025 -0.272
S 1.013 -3.582 0.712
N 0.206 -3.371 -0.914
C 0.743 -3.396 -2.242
O 1.802 -3.839 -2.638
C -0.253 -2.625 -3.066
C -1.232 -2.119 -2.237
C -2.016 -1.028 -2.605
C -1.931 -0.572 -3.921
C -1.028 -1.157 -4.831
C -0.123 -2.137 -4.366
C -1.105 -2.794 -0.906
O -1.916 -2.853 0.001
H -2.622 -0.546 -1.841
H -2.555 0.269 -4.231
H -1.033 -0.824 -5.873
H 0.658 -2.533 -5.012
*
```

Values from the calculation:
strongest force on any atom = 3.0 eV/Å
relative energy (zero: lowest compared OMol25 entry of this formula, charge and spin) = 18.6 kJ/mol
HOMO energy = -3.769 eV
frontier orbital gap = 6.03 eV
lowest unoccupied orbital energy = 2.27 eV

***

(4)
The following is a quantum chemistry calculation of C23H15F9IN2O2V as an isolated structure at a distorted geometry, from the OMol25 dataset.

```
! wB97M-V def2-TZVPD RIJCOSX def2/J DEFGRID3
* xyz 2 1
V 0.350 0.607 -0.476
C 2.276 2.577 -1.667
N 0.842 2.163 -1.747
C 0.472 1.986 -3.185
C -0.040 3.203 -1.119
C 0.144 3.181 0.407
N 0.635 1.838 0.743
C 0.968 1.414 2.055
C 2.223 0.856 2.297
F 3.120 0.780 1.314
C 2.547 0.407 3.565
F 3.747 -0.115 3.763
C 1.639 0.505 4.602
C 0.394 1.063 4.363
F -0.494 1.161 5.335
C 0.054 1.517 3.103
F -1.151 2.030 2.874
H 2.385 3.516 -2.211
H 2.896 1.817 -2.133
H 2.578 2.711 -0.631
H 0.616 2.938 -3.696
H -0.563 1.671 -3.265
H 1.122 1.232 -3.623
H -1.068 2.968 -1.398
H 0.203 4.186 -1.525
H -0.806 3.369 0.910
H 0.867 3.915 0.768
H 1.899 0.154 5.592
F 0.090 -1.780 1.773
C 0.961 -2.043 0.806
C 1.239 -1.096 -0.180
C 2.171 -1.410 -1.164
F 2.399 -0.477 -2.109
C 2.814 -2.622 -1.216
F 3.683 -2.911 -2.160
C 2.521 -3.552 -0.215
F 3.124 -4.710 -0.222
C 1.601 -3.267 0.795
F 1.355 -4.167 1.725
I -6.660 -4.174 -0.950
C -5.022 -2.936 -0.936
C -4.212 -2.853 -2.076
C -3.118 -2.024 -2.071
C -2.824 -1.271 -0.917
C -3.642 -1.356 0.227
C -4.736 -2.186 0.213
C -1.695 -0.432 -0.921
O -0.847 -0.263 -1.864
O -1.333 0.300 0.156
H -4.450 -3.438 -2.953
H -2.486 -1.945 -2.945
H -3.411 -0.775 1.110
H -5.375 -2.261 1.081
*
```

Values from the calculation:
strongest force on any atom = 1.1 eV/Å
relative energy (zero: lowest compared OMol25 entry of this formula, charge and spin) = 0.0 kJ/mol
HOMO energy (spin up / spin down) = -14.067 / -14.067 eV
frontier orbital gap (spin up / spin down) = 5.03 / 5.03 eV
lowest unoccupied orbital energy (spin up / spin down) = -9.03 / -9.04 eV

***

(5)
The following is a quantum chemistry calculation of a single C23H15N3O3S2 molecule at a distorted geometry, from the OMol25 dataset.

```
! wB97M-V def2-TZVPD RIJCOSX def2/J DEFGRID3
* xyz 0 1
O 3.800 3.162 3.572
S 0.205 2.750 -5.626
N -1.692 0.045 -3.576
O 5.571 2.506 2.264
O -2.523 -3.203 0.182
S 3.830 2.381 -0.104
C 4.323 3.050 2.469
C -0.426 1.749 -4.350
C -1.331 0.715 -2.481
C 3.446 3.288 1.357
C 2.234 4.050 1.259
C -0.619 -5.841 2.682
C -1.927 -6.156 2.177
C 0.075 -4.862 2.128
C -1.363 0.191 1.313
C -2.502 -5.223 1.287
C -0.489 -3.941 1.233
C -1.850 -1.182 1.407
C -1.330 0.893 0.103
C -2.090 -1.144 -0.970
C 0.279 4.245 -0.330
C -0.309 3.771 -1.458
C 1.493 2.268 -1.940
C -1.816 -4.114 0.975
C -2.152 -1.879 0.242
C 2.240 2.794 -0.788
C -1.639 0.184 -1.137
C 1.545 3.719 0.046
C 0.251 2.690 -2.146
N -1.210 0.665 -4.680
N -0.630 1.902 -2.907
H 6.014 2.159 3.134
H 1.891 4.712 2.024
H -0.175 -6.496 3.414
H -2.322 -7.073 2.558
H 1.190 -4.733 2.160
H -1.141 0.724 2.205
H -3.399 -5.262 0.779
H 0.167 -3.148 0.788
H -1.835 -1.711 2.416
H -0.837 1.896 -0.021
H -2.391 -1.604 -1.887
H -0.070 5.074 0.242
H -1.210 4.224 -1.825
H 1.872 1.495 -2.593
H -1.150 0.269 -5.597
*
```

Values from the calculation:
strongest force on any atom = 5.0 eV/Å
relative energy (zero: lowest compared OMol25 entry of this formula, charge and spin) = 0.0 kJ/mol
SMILES = O=C(O)c1cc2ccc(-n3c(-c4cccc(Oc5ccccc5)c4)n[nH]c3=S)cc2s1
HOMO energy = -7.977 eV
frontier orbital gap = 7.36 eV
lowest unoccupied orbital energy = -0.61 eV

***

(6)
The following is a quantum chemistry calculation of C23H16AuIPS3 as an isolated structure at a distorted geometry, from the OMol25 dataset.

```
! wB97M-V def2-TZVPD RIJCOSX def2/J DEFGRID3
* xyz 1 1
Au -0.073 -2.804 0.648
S 1.728 -6.090 -1.828
C 1.056 -4.912 -0.893
S -0.491 -4.312 -1.174
S 1.901 -4.269 0.413
I -0.256 -1.779 3.223
C 1.179 -0.272 2.996
C 1.895 -0.139 4.153
C 2.881 0.856 4.284
C 3.102 1.686 3.237
C 2.380 1.556 2.023
C 2.705 2.467 0.988
C 2.073 2.419 -0.210
C 1.087 1.439 -0.409
C 0.732 0.515 0.542
P -0.671 -0.540 -0.024
C -0.407 -0.828 -1.806
C 0.876 -0.995 -2.325
C 1.053 -1.436 -3.629
C -0.046 -1.724 -4.425
C -1.326 -1.585 -3.906
C -1.507 -1.150 -2.601
C -2.108 0.544 0.158
C -2.651 0.723 1.429
C -3.629 1.683 1.641
C -4.073 2.467 0.586
C -3.542 2.287 -0.683
C -2.560 1.331 -0.900
C 1.375 0.555 1.837
H 1.705 -0.799 4.987
H 3.438 0.945 5.206
H 3.842 2.473 3.304
H 3.471 3.208 1.181
H 2.313 3.115 -1.002
H 0.582 1.424 -1.367
H 1.745 -0.790 -1.712
H 2.055 -1.556 -4.022
H 0.094 -2.062 -5.443
H -2.187 -1.826 -4.516
H -2.512 -1.078 -2.204
H -2.320 0.110 2.258
H -4.044 1.816 2.631
H -4.831 3.220 0.754
H -3.889 2.894 -1.509
H -2.148 1.213 -1.893
*
```

Values from the calculation:
strongest force on any atom = 2.5 eV/Å
relative energy (zero: lowest compared OMol25 entry of this formula, charge and spin) = 60.3 kJ/mol
HOMO energy (spin up / spin down) = -11.076 / -11.062 eV
frontier orbital gap (spin up / spin down) = 5.30 / 5.28 eV
lowest unoccupied orbital energy (spin up / spin down) = -5.78 / -5.78 eV

***

(7)
The following is a quantum chemistry calculation of C23H16Br4F5NO2PbSSeSi2 as an isolated structure at a distorted geometry, from the OMol25 dataset.

```
! wB97M-V def2-TZVPD RIJCOSX def2/J DEFGRID3
* xyz -2 1
Pb -1.331 2.345 0.607
Br -7.623 2.534 -2.983
C -5.854 2.053 -2.510
C -5.013 1.505 -3.452
Br -5.633 1.228 -5.222
C -3.707 1.178 -3.096
Br -2.546 0.424 -4.399
C -3.174 1.441 -1.835
O -1.944 1.200 -1.538
C -4.055 2.042 -0.861
O -3.622 2.386 0.313
C -5.374 2.283 -1.223
Br -6.495 3.014 0.119
C 1.074 -1.881 1.659
Si 1.619 -1.076 0.016
C 2.679 0.466 0.402
C 2.636 -2.363 -0.977
C 3.802 -3.076 -0.772
C 4.236 -3.971 -1.740
C 3.504 -4.154 -2.901
C 2.335 -3.437 -3.115
C 1.900 -2.538 -2.163
Si 0.451 -1.272 -2.015
C 0.769 0.082 -3.318
C -1.255 -2.093 -2.181
H 1.870 -1.853 2.399
H 0.803 -2.920 1.494
H 0.208 -1.382 2.076
H 3.500 0.242 1.077
H 2.074 1.239 0.857
H 3.102 0.883 -0.505
H 4.384 -2.937 0.131
H 5.152 -4.527 -1.587
H 3.849 -4.858 -3.648
H 1.781 -3.577 -4.035
H 0.548 -0.271 -4.321
H 1.806 0.404 -3.291
H 0.132 0.936 -3.121
H -1.477 -2.352 -3.212
H -2.016 -1.399 -1.845
H -1.322 -2.992 -1.576
Se -2.138 6.535 3.575
C -1.899 5.208 2.498
N -1.676 4.323 1.773
F 3.436 1.056 6.144
C 2.332 0.997 5.367
C 2.165 1.859 4.293
F 3.116 2.768 4.010
C 1.033 1.791 3.501
F 0.985 2.653 2.466
C -0.002 0.864 3.714
S -1.424 0.656 2.766
C 0.202 0.008 4.823
F -0.719 -0.925 5.110
C 1.334 0.059 5.613
F 1.480 -0.808 6.636
*
```

Values from the calculation:
strongest force on any atom = 2.1 eV/Å
HOMO energy = -2.136 eV
frontier orbital gap = 6.11 eV
lowest unoccupied orbital energy = 3.97 eV

***

(8)
The following is a quantum chemistry calculation of C23H16BrFN5O5Pd as an isolated structure at a distorted geometry, from the OMol25 dataset.

```
! wB97M-V def2-TZVPD RIJCOSX def2/J DEFGRID3
* xyz -1 1
Pd 8.789 -1.463 14.572
C 12.283 0.029 16.486
C 11.013 -0.574 16.301
N 10.499 -0.587 15.085
C 11.079 0.064 14.070
C 12.254 0.799 14.235
C 12.925 0.675 15.469
C 12.669 1.685 13.196
C 11.905 1.890 12.094
C 10.723 1.132 11.907
C 9.873 1.338 10.779
C 8.731 0.574 10.638
C 8.487 -0.419 11.607
N 9.202 -0.567 12.725
C 10.315 0.188 12.852
H 12.677 0.021 17.523
H 10.466 -1.053 17.102
H 13.934 1.102 15.581
H 13.663 2.162 13.292
H 12.139 2.600 11.317
H 10.073 2.145 10.099
H 7.986 0.667 9.819
H 7.703 -1.139 11.456
O 3.750 -3.231 14.903
C 4.944 -3.400 14.239
C 5.071 -3.865 12.915
C 6.331 -3.858 12.327
N 7.316 -3.213 12.907
C 7.174 -2.688 14.092
Br 7.827 -0.105 16.447
C 6.088 -2.872 14.869
H 2.984 -3.231 14.303
H 4.217 -4.217 12.326
H 6.541 -4.276 11.364
H 6.070 -2.445 15.883
F 5.619 -6.259 15.931
C 6.869 -6.278 16.457
C 7.939 -5.641 15.920
N 9.017 -5.269 16.712
C 9.922 -4.131 16.292
C 10.363 -4.275 14.855
O 10.969 -5.303 14.542
O 10.076 -3.232 14.083
C 9.234 -5.773 17.980
O 10.225 -5.466 18.652
N 8.216 -6.658 18.401
C 6.976 -6.921 17.786
O 6.121 -7.566 18.346
H 7.933 -5.248 14.902
H 10.828 -4.158 16.917
H 9.394 -3.202 16.545
H 8.418 -7.094 19.296
*
```

Values from the calculation:
strongest force on any atom = 4.3 eV/Å
relative energy (zero: lowest compared OMol25 entry of this formula, charge and spin) = 11.8 kJ/mol
HOMO energy = -4.435 eV
frontier orbital gap = 6.27 eV
lowest unoccupied orbital energy = 1.84 eV